No. 1
A single C6H11NO molecule at a distorted geometry, computed with ωB97M-V/def2-TZVPD.

LUMO level = 0.0012 Ha
ΔE to the lowest compared entry with this formula, charge and spin = 295.29 kJ/mol
Total charge = 0
HOMO level = -0.3299 hartree
Structure (SMILES) = C=C(C)C[C@@H](N)C=O

Last column: Mulliken charge in e.
Cartesian coordinates (Å):
C: 1.5077 -0.1989 0.5193  0.18
C: 0.5492 -1.0490 -0.2490  -1.15
C: -1.3625 0.6071 -1.2230  -1.40
C: -0.9954 -0.3296 -0.1010  0.87
N: 2.4557 0.5582 -0.2890  -0.73
C: 0.4240 0.7709 1.2047  0.07
C: -1.9488 -1.0408 0.5286  -0.90
O: 0.5118 1.9961 1.0531  -0.55
H: 2.0251 -0.7454 1.3096  0.38
H: 2.7941 1.3355 0.2817  0.28
H: 1.9621 1.0242 -1.0494  0.27
H: -0.0006 0.3076 2.1070  0.36
H: 0.7130 -1.0784 -1.3278  0.41
H: 0.4575 -2.0490 0.1763  0.33
H: -2.3742 0.4177 -1.5934  0.45
H: -1.3185 1.6406 -0.8719  0.27
H: -0.6866 0.5162 -2.0781  0.29
H: -1.7120 -1.7447 1.3210  0.27
H: -3.0016 -0.9384 0.2813  0.28

***

No. 2
A molecular structure, C18H16F5IrN3O16P2, computed with ωB97M-V/def2-TZVPD.

LUMO level = 0.0215 Ha
ΔE to the lowest compared entry with this formula, charge and spin = 78.63 kJ/mol
Total charge = -1
HOMO level = -0.2331 hartree

Last column: Mulliken charge in e.
Cartesian coordinates (Å):
Ir: -0.4044 -0.1303 -0.8764  3.05
N: -1.5527 -1.3725 -2.0247  -0.58
C: -1.2314 -1.3534 -3.4603  -0.69
C: -1.2892 0.0701 -3.9884  -0.66
C: -0.0923 0.9358 -3.6012  0.66
O: 0.5948 1.4424 -4.4659  -0.71
O: 0.1176 1.1488 -2.3265  -0.87
H: -1.4629 -2.3118 -1.6432  0.29
H: -2.5390 -1.1548 -1.8384  0.30
H: -1.9462 -1.9840 -3.9949  0.49
H: -0.2358 -1.7816 -3.5926  0.39
H: -2.1969 0.5454 -3.6082  0.27
H: -1.3338 0.0621 -5.0754  0.34
C: -3.5519 -3.5533 2.8193  -1.85
C: -3.0958 -2.3065 2.0719  1.12
O: -2.9839 -1.2176 3.0003  -0.64
P: -1.3733 -2.5047 1.5216  -0.13
O: -1.1351 -3.9009 0.8011  -0.46
O: -0.6061 -2.6964 2.9144  -0.55
O: -0.6696 -1.4506 0.7427  -0.37
P: -4.2650 -1.9647 0.6475  0.99
O: -4.1907 -0.3504 0.6794  -0.82
O: -5.6094 -2.4292 1.0402  -0.80
O: -3.5366 -2.4983 -0.5503  -0.76
H: -2.8683 -3.8194 3.6279  0.34
H: -3.6732 -4.3958 2.1341  0.45
H: -4.5403 -3.3425 3.2235  0.41
H: -3.3375 -0.4427 2.5289  0.48
H: -1.6532 -4.6245 1.1733  0.36
H: -0.8913 -1.9991 3.5255  0.36
H: -3.5311 -0.0104 0.0270  0.36
O: 1.5727 -0.8857 -0.9382  -0.89
C: 1.9372 0.0539 -0.1712  0.70
O: 1.0797 0.8754 0.2503  -0.86
C: 3.3643 0.1822 0.2297  0.07
C: 3.7441 1.2037 1.0894  -0.55
C: 5.0765 1.3036 1.4416  -0.24
C: 6.0415 0.4335 0.9742  -0.30
C: 5.6189 -0.5698 0.1250  -0.28
C: 4.3003 -0.7169 -0.2607  -0.43
N: 6.6254 -1.5225 -0.3864  1.08
O: 7.7797 -1.3500 -0.0514  -0.63
O: 6.2352 -2.4151 -1.1074  -0.62
N: 5.4971 2.3833 2.3588  1.08
O: 6.6850 2.4883 2.5896  -0.63
O: 4.6324 3.1010 2.8101  -0.62
H: 3.0107 1.9008 1.4685  0.78
H: 7.0764 0.5333 1.2596  0.61
H: 3.9991 -1.5094 -0.9297  0.70
F: -1.1089 6.3133 0.2226  -0.32
C: -1.3446 5.0102 0.0231  0.57
C: -1.1565 4.1016 1.0479  0.03
F: -0.7373 4.5279 2.2457  -0.33
C: -1.4085 2.7603 0.8333  0.55
F: -1.2312 1.9031 1.8460  -0.33
C: -1.8441 2.2720 -0.4010  0.26
O: -2.0932 0.9738 -0.5724  -0.75
C: -2.0316 3.2158 -1.4099  0.03
F: -2.4679 2.8256 -2.6116  -0.38
C: -1.7878 4.5612 -1.2073  0.24
F: -1.9801 5.4366 -2.2004  -0.31

***

No. 3
2 unconnected molecules or ions with the total composition C24H51Cl2INO6P2 at a distorted geometry, computed with ωB97M-V/def2-TZVPD.

LUMO level = 0.0486 Ha
ΔE to the lowest compared entry with this formula, charge and spin = 272.22 kJ/mol
Total charge = -1
HOMO level = -0.0895 hartree

Last column: Mulliken charge in e.
Cartesian coordinates (Å):
C: -1.9344 3.4127 6.1461  -1.24
C: -1.8525 4.5766 5.0995  -0.28
C: -2.9833 4.4594 4.0037  -0.56
C: -2.5790 5.1610 2.6430  -0.59
C: -2.9177 4.2640 1.3838  -0.70
C: -1.7812 4.2949 0.2931  -0.69
C: -1.7054 2.9874 -0.5695  -0.22
C: -0.8641 3.2671 -1.8773  -0.83
C: -1.1645 2.1598 -2.9711  -0.60
C: 0.2114 1.5912 -3.5407  -1.28
C: 0.1999 0.0063 -3.6175  -0.13
C: 1.5162 -0.6588 -3.0595  -2.08
C: 1.2630 -1.6235 -1.8138  -0.42
N: 0.4018 -2.6790 -2.2853  0.55
C: -0.6110 -3.2672 -1.4139  0.47
C: -0.4645 -4.8656 -1.5461  -1.52
C: -2.0718 -2.9789 -1.9874  -0.76
C: -3.1577 -2.8277 -0.8459  -0.29
C: -3.0696 -3.9390 0.2693  -1.13
C: 2.6916 -2.0930 -1.2550  -0.61
I: 2.4911 -3.7008 0.2536  0.20
O: 3.2454 -0.9035 -0.7063  -0.08
C: 4.3515 -1.0858 0.1614  -0.12
Cl: 5.5110 0.2958 -0.2379  -0.17
P: 3.9649 -0.8009 2.0056  0.60
O: 5.1268 -1.4824 2.7525  -0.74
C: 3.6958 -2.6641 -2.3318  0.14
Cl: 4.7192 -1.3734 -3.1598  -0.15
C: 3.1554 -3.6200 -3.4405  -0.53
C: 3.0015 -5.1285 -2.9788  -1.23
P: 0.4908 -0.4234 -0.5442  0.92
O: 1.0603 0.9823 -0.6728  -0.76
O: -1.1649 -0.2695 -0.7429  -0.35
O: 0.7625 -0.9115 1.0400  -0.38
H: -1.3800 3.6763 7.0701  0.41
H: -1.4852 2.4693 5.7698  0.18
H: -3.0037 3.2257 6.4618  0.34
H: -1.9140 5.5355 5.6758  0.21
H: -0.8507 4.5361 4.6075  0.30
H: -3.8805 4.9763 4.4280  0.20
H: -3.2195 3.3786 3.8671  0.33
H: -1.4856 5.3976 2.6542  0.43
H: -3.1232 6.1392 2.5916  0.35
H: -3.1869 3.2250 1.6967  0.35
H: -3.8559 4.6903 0.9366  0.21
H: -2.0161 5.1623 -0.3805  0.28
H: -0.8255 4.5312 0.8105  0.42
H: -2.7410 2.6458 -0.8185  0.37
H: -1.1727 2.2335 0.0595  -0.13
H: 0.2191 3.3750 -1.6630  0.34
H: -1.2240 4.2457 -2.2925  0.52
H: -1.7425 2.6330 -3.8043  0.58
H: -1.7921 1.3321 -2.5714  0.18
H: 1.0940 1.9746 -2.9898  0.54
H: 0.2866 2.0002 -4.5807  0.44
H: 0.1676 -0.2296 -4.7159  0.45
H: -0.7460 -0.4272 -3.2104  -0.25
H: 2.0280 -1.1792 -3.8966  0.59
H: 2.1953 0.1784 -2.7641  0.73
H: 0.1706 -2.6503 -3.2662  0.53
H: -0.5265 -3.0708 -0.3273  0.23
H: 0.0138 -5.1442 -2.5103  0.34
H: -1.4904 -5.3146 -1.5794  0.47
H: 0.0366 -5.2877 -0.6497  0.10
H: -2.4208 -3.7763 -2.6793  0.70
H: -2.0903 -2.0119 -2.5490  -0.04
H: -4.1603 -2.9531 -1.3353  0.43
H: -3.1681 -1.8218 -0.3786  0.03
H: -4.0336 -3.8940 0.8403  0.42
H: -3.0007 -4.9693 -0.1350  0.20
H: -2.2759 -3.7092 1.0241  0.27
H: 4.9568 -1.9995 0.0051  0.38
H: 4.0198 0.5811 2.3354  0.13
H: 2.7751 -1.4628 2.4061  0.03
H: 4.4528 -3.2607 -1.7629  0.59
H: 2.2339 -3.2977 -3.9619  0.15
H: 3.9478 -3.6616 -4.2316  0.60
H: 2.9195 -5.7849 -3.8751  0.38
H: 3.9397 -5.4433 -2.4487  0.30
H: 2.1770 -5.2769 -2.2554  0.17
H: -1.5928 -0.0458 0.0939  0.28
H: 0.1408 -0.4062 1.5869  0.44
C: 1.3988 1.7869 5.6562  -0.62
O: 0.6761 2.9024 5.7966  -0.75
H: 0.8537 0.8105 5.7774  0.19
H: 1.9064 1.6300 4.6659  0.01
H: 2.2561 1.6444 6.3626  0.24

***

No. 4
A single C16H18N2O3 molecule at a distorted geometry, computed with ωB97M-V/def2-TZVPD.

LUMO level = 0.0000 Ha
ΔE to the lowest compared entry with this formula, charge and spin = 525.39 kJ/mol
Total charge = 0
HOMO level = -0.3265 hartree
Structure (SMILES) = O=[N+]([O-])c1ccccc1OCCCNCc1ccccc1

Last column: Mulliken charge in e.
Cartesian coordinates (Å):
O: 4.5880 0.3882 -1.2258  -0.63
N: 3.7728 -0.3372 -0.6852  0.99
O: 3.7791 -1.5448 -0.7737  -0.57
C: 2.7638 0.3033 0.1107  -0.21
C: 2.9979 1.6175 0.5059  -0.45
C: 2.0854 2.2880 1.2892  -0.76
C: 0.9179 1.6394 1.6667  -0.78
C: 0.6589 0.3457 1.2640  -0.22
C: 1.5785 -0.3649 0.4850  1.09
O: 1.4163 -1.6258 0.0718  -0.38
C: 0.2170 -2.3254 0.3402  -1.07
C: -0.9129 -1.9425 -0.6166  0.25
H: -1.0101 -0.8570 -0.6547  -0.04
H: -0.6722 -2.2976 -1.6193  0.34
C: -2.2369 -2.5538 -0.1493  -0.85
N: -2.7294 -1.8732 1.0426  -0.20
H: -3.0698 -2.5495 1.7163  0.27
C: -3.7888 -0.9009 0.7849  -1.60
C: -3.2592 0.2996 0.0453  0.52
C: -2.5813 1.2989 0.7324  -0.15
C: -2.0629 2.3901 0.0588  -0.52
C: -2.2157 2.4961 -1.3131  -0.52
C: -2.9002 1.5123 -2.0050  -0.62
C: -3.4214 0.4233 -1.3285  -0.09
H: -3.9618 -0.3364 -1.8756  0.33
H: -3.0313 1.5936 -3.0740  0.40
H: -1.8086 3.3464 -1.8395  0.41
H: -1.5415 3.1640 0.6021  0.42
H: -2.4681 1.2184 1.8038  0.43
H: -4.6193 -1.3445 0.2083  0.41
H: -4.1778 -0.5833 1.7562  0.53
H: -2.9672 -2.4979 -0.9680  0.24
H: -2.0704 -3.6111 0.0749  0.51
H: 0.4856 -3.3761 0.2027  0.36
H: -0.1040 -2.1785 1.3768  0.45
H: -0.2689 -0.1180 1.5556  0.32
H: 0.1962 2.1497 2.2861  0.54
H: 2.2779 3.3008 1.6048  0.40
H: 3.9176 2.0844 0.1875  0.46

***

No. 5
A molecular structure, C19H31InN3O6P2Te at a distorted geometry, computed with ωB97M-V/def2-TZVPD.

LUMO level = -0.1128 Ha
Total charge = +1
HOMO level = -0.3999 hartree

Last column: Mulliken charge in e.
Cartesian coordinates (Å):
In: 0.1022 0.0994 1.0531  1.06
C: 0.5441 6.9505 0.2627  -0.74
O: 1.8535 6.4317 0.1616  -0.45
C: 2.0424 5.1088 0.1835  0.79
C: 3.3910 4.6875 0.0875  -0.99
C: 3.6977 3.3653 0.1351  -0.77
C: 2.6987 2.3595 0.2399  -0.01
C: 3.0580 0.9874 0.2712  1.35
C: 4.4642 0.5915 -0.0962  -1.66
O: 2.2824 0.0356 0.5749  -0.76
C: 1.3324 2.7843 0.2865  0.08
O: 0.3091 1.9717 0.2505  -0.65
C: 1.0479 4.1593 0.3009  -0.24
H: 0.6584 8.0304 0.1903  0.27
H: 0.0856 6.6996 1.2244  0.33
H: -0.0922 6.5955 -0.5532  0.29
H: 4.1531 5.4425 -0.0027  0.46
H: 4.7370 3.0742 0.1293  0.44
H: 4.7754 1.1031 -1.0040  0.46
H: 4.5086 -0.4859 -0.2478  0.29
H: 5.1513 0.8633 0.7046  0.40
H: 0.0094 4.4274 0.4079  0.52
C: -6.3447 -0.1159 1.5056  -1.33
C: -4.8542 -0.3717 1.3538  0.04
O: -4.2215 0.9040 1.2452  -0.37
P: -2.6565 1.0836 1.1072  0.51
O: -2.0808 0.1147 0.1127  -0.35
Te: -1.4631 0.8049 3.2024  -0.18
O: -2.5611 2.6011 0.7071  -0.01
C: -3.2318 3.0213 -0.4998  -0.14
C: -2.6045 4.3161 -0.9715  -1.21
H: -6.9025 -1.0436 1.4300  0.40
H: -6.6772 0.5552 0.7179  0.32
H: -6.5533 0.3492 2.4665  0.31
H: -4.6296 -0.9493 0.4509  0.17
H: -4.4492 -0.9115 2.2193  0.32
H: -4.2908 3.1576 -0.2758  0.30
H: -3.1240 2.2462 -1.2642  0.35
H: -2.7093 5.0874 -0.2100  0.30
H: -3.1021 4.6555 -1.8782  0.45
H: -1.5528 4.1493 -1.1869  0.26
C: -0.9065 -4.8850 -1.5167  -0.94
N: -0.7079 -3.6800 -2.3047  0.17
C: 0.6352 -3.6933 -2.8639  -0.96
N: 1.6670 -3.8259 -1.8472  0.14
C: 1.4179 -5.0225 -1.0613  -0.92
N: 0.0900 -5.0312 -0.4680  0.17
C: -0.0601 -4.0662 0.5842  -0.94
P: 0.1878 -2.3252 -0.0978  0.61
C: -0.9776 -2.4798 -1.5517  -0.70
C: 1.7757 -2.6473 -1.0253  -0.70
H: -0.8258 -5.7472 -2.1836  0.29
H: -1.9038 -4.8716 -1.0707  0.39
H: 0.8004 -2.7723 -3.4289  0.40
H: 0.7133 -4.5469 -3.5421  0.30
H: 2.1677 -5.1019 -0.2714  0.39
H: 1.5018 -5.8895 -1.7210  0.30
H: 0.6805 -4.2585 1.3677  0.41
H: -1.0648 -4.1487 1.0143  0.39
H: -0.8624 -1.6019 -2.1984  0.43
H: -2.0097 -2.4994 -1.1850  0.38
H: 2.5893 -2.7729 -0.3043  0.41
H: 2.0003 -1.7786 -1.6544  0.38

***

No. 6
2 unconnected molecules or ions with the total composition C6H12N5O2 at a distorted geometry, computed with ωB97M-V/def2-TZVPD.

LUMO level (spin up / spin down) = -0.1683 / -0.1683 Ha
ΔE to the lowest compared entry with this formula, charge and spin = 561.30 kJ/mol
Total charge = +1
HOMO level (spin up / spin down) = -0.4572 / -0.4572 hartree

Last column: Mulliken charge in e.
Cartesian coordinates (Å):
C: 1.5335 -1.4281 0.9523  -0.45
C: -0.5823 1.5938 1.0767  0.15
C: 0.0382 -1.4628 0.7457  0.22
C: -0.0682 -0.4015 -0.3518  0.15
C: -1.2397 -0.2197 -1.2591  -1.52
C: 1.5640 0.6384 -1.9301  -1.01
N: 2.1081 -0.6841 0.0264  -0.76
N: 1.1632 -0.0670 -0.7528  0.87
N: 0.4519 2.2692 1.5303  -0.28
N: -1.8764 1.9941 1.1451  -0.36
N: -0.5285 -2.9847 0.3589  0.98
O: -0.1666 -3.8351 1.1016  -0.52
O: -1.2111 -3.0047 -0.6236  -0.55
H: 2.2083 -1.8803 1.6611  0.49
H: -0.5860 -1.1342 1.6558  0.34
H: -2.1137 -0.3771 -0.6663  0.51
H: -1.0885 -1.2266 -1.8074  0.43
H: -1.0197 0.6383 -1.8429  0.38
H: 1.0498 1.6643 -2.1594  0.26
H: 2.6407 0.5977 -2.1438  0.33
H: 1.0836 0.0289 -2.6602  0.44
H: 1.3011 1.7943 1.7517  0.24
H: 0.2490 3.1625 1.8702  0.21
H: -2.5475 1.5020 0.6533  0.18
H: -2.3632 2.8224 1.6682  0.25